# 1
C6H9NSi as an isolated structure, computed with ωB97M-V/def2-TZVPD.

Structure (XYZ):
```
17
Properties=species:S:1:pos:R:3:forces:R:3:nbo_charge:R:1
H -0.15192 0.53645 1.92307 -0.76 0.61 0.28 0.21
N 2.88112 1.20487 0.46301 0.39 -0.53 -1.38 -1.30
H -0.54401 -1.05323 -1.96942 0.27 -0.44 -0.77 0.21
H -4.06451 0.41392 0.07871 -1.34 -0.02 -0.19 0.21
C -2.25829 0.63673 1.11193 1.42 -1.45 0.00 -0.20
C -0.88904 0.40951 1.13386 -0.02 -1.09 -2.18 -0.27
Si 2.17696 -0.27202 -0.23207 -3.97 2.38 0.28 1.23
C -1.00174 -0.66240 -1.10126 -4.08 1.50 0.74 -0.29
C -3.04814 0.15542 0.03328 1.06 1.39 1.09 -0.24
H -2.71697 0.99901 1.98920 -0.68 0.65 0.75 0.20
H 2.24898 -0.68397 -1.64197 0.57 0.59 -0.16 -0.17
H 3.49966 1.88264 -0.03558 -1.08 -1.05 0.72 0.41
H 2.45909 1.58384 1.30584 0.20 -0.09 -0.41 0.41
H -2.98935 -0.66456 -1.96774 -0.45 0.02 0.39 0.21
C -2.47532 -0.39538 -1.04752 3.08 -1.68 -1.99 -0.19
C -0.32630 -0.20726 -0.04158 4.62 0.76 1.51 -0.20
H 2.31610 -1.41646 0.52890 0.78 -1.56 1.30 -0.21
```
Positions in Å, forces in eV/Å.

Output
Spin multiplicity: 1
HOMO: -8.25 eV
Energy above the lowest of the compared OMol25 structures with the same formula, charge and spin: 34.13 kJ/mol
M: 123.23 u
DFT total energy: -15733.541 eV

# 2
A 2-piece molecular cluster, C6H9O2 overall, computed with ωB97M-V/def2-TZVPD.

Structure (XYZ):
```
17
Properties=species:S:1:pos:R:3:forces:R:3:nbo_charge:R:1
H 1.43519 1.40496 1.39106 -0.17 0.42 0.08 0.18
H -2.52500 -0.20116 -3.12433 0.15 0.15 -0.19 0.19
O 1.58826 -0.85020 2.17002 0.20 0.22 0.00 -0.71
H -0.31901 2.35324 -0.21566 0.26 0.07 -0.07 0.20
H 1.20109 -2.27320 -1.35525 0.06 -0.12 0.02 0.02
H 1.64655 -2.25600 -1.94793 0.02 -0.08 -0.03 -0.02
C -0.65941 0.61323 -2.43549 0.11 0.76 -0.08 -0.11
C 0.51171 0.90280 1.10885 1.37 -0.85 -0.87 0.03
C 0.50948 -0.52153 1.63441 -0.73 -0.57 0.20 0.66
C -0.24252 1.27782 -0.03111 -1.38 1.25 0.83 -0.52
H -1.25558 0.90247 0.10241 -0.12 -0.36 -0.29 0.25
H 1.34610 0.96984 -1.50403 -0.03 -0.01 0.01 0.21
H 0.31005 -0.49171 -1.10326 1.06 0.01 0.23 0.25
O -0.51139 -1.20682 1.41622 0.04 0.22 0.06 -0.75
C 0.35714 0.58389 -1.29366 -0.61 -0.88 -0.36 -0.47
C -1.75593 -0.11582 -2.36498 0.15 -0.54 0.30 -0.61
H -1.85290 -0.83747 -1.53538 -0.37 0.31 0.16 0.18
```
Positions in Å, forces in eV/Å.

Output
Spin multiplicity: 1
HOMO: -3.03 eV
Energy above the lowest of the compared OMol25 structures with the same formula, charge and spin: 589.42 kJ/mol
M: 113.14 u
Net charge: -1
DFT total energy: -10457.909 eV

# 3
An isolated ion of composition C6H9O2 and charge -1, computed with ωB97M-V/def2-TZVPD.

Structure (XYZ):
```
17
Properties=species:S:1:pos:R:3:forces:R:3:nbo_charge:R:1
C -0.09181 -0.26917 1.57911 2.43 -1.95 1.78 -0.59
H -0.56558 1.80299 0.11515 -2.74 2.61 1.73 0.18
C -0.25070 -0.27625 0.01617 -0.09 3.07 2.00 -0.20
C 0.98272 1.80535 -1.18598 1.09 -4.61 0.32 -0.47
H 1.78079 1.19243 -1.63874 -0.50 0.46 -0.09 0.17
H 1.10050 -0.84931 -1.39865 0.22 -0.86 -0.81 0.20
C 0.71914 -1.29493 -0.49188 -1.69 0.29 -1.46 -0.61
H 0.94868 2.78390 -1.33672 0.19 4.17 -0.71 0.18
O -2.11991 -1.18540 -1.26658 0.30 0.72 0.76 -0.78
C -1.84256 -0.43515 -0.28842 0.92 -1.46 -1.09 0.78
O -2.58404 0.15090 0.50366 -0.29 0.48 0.11 -0.77
C 0.10177 1.25587 -0.38110 0.84 -4.70 -0.75 -0.09
H -0.78956 0.21037 2.24662 -0.89 0.20 -0.57 0.23
H 1.50424 -1.41850 0.16851 1.83 -0.01 1.44 0.19
H 0.23706 -2.27410 -0.56765 0.00 0.22 -0.65 0.23
H -0.05216 -1.42710 1.95207 -0.06 2.60 -0.79 0.18
H 0.92142 0.22811 1.97443 -1.57 -1.23 -1.24 0.17
```
Positions in Å, forces in eV/Å.

Output
Spin multiplicity: 1
HOMO: -4.05 eV
Energy above the lowest of the compared OMol25 structures with the same formula, charge and spin: 136.45 kJ/mol
M: 113.14 u
Net charge: -1
DFT total energy: -10462.603 eV

# 4
One molecule with the formula C6H9O2P, computed with ωB97M-V/def2-TZVPD.

Structure (XYZ):
```
18
Properties=species:S:1:pos:R:3:forces:R:3:nbo_charge:R:1
H -2.51949 -0.77794 -1.92660 1.76 -0.77 0.90 0.48
C -0.97863 -0.31125 -0.78982 0.04 -0.29 1.23 0.22
C 1.66329 -0.62058 -0.85109 -1.16 0.42 3.04 -0.41
O -1.68861 -1.20954 -1.55159 -1.26 -0.29 -1.40 -0.70
H 0.97832 2.01180 2.04341 0.35 0.99 -0.33 0.00
H -2.40210 0.98504 -1.25906 -0.39 0.47 0.26 0.19
P 0.20337 1.26663 1.15955 0.79 0.20 -0.38 0.69
C 1.41184 -0.55097 0.65190 -3.57 4.33 -2.42 0.21
C 0.31540 -1.01229 -0.30853 -0.70 -0.78 -0.08 -0.33
H 2.31410 -1.34451 -1.10273 2.02 -2.74 -0.96 0.22
H 1.79923 0.22581 -1.42304 -0.06 1.94 -0.85 0.23
H 1.26007 -1.76742 1.99470 -2.32 -1.97 1.56 0.48
H -0.31377 0.69287 2.23207 -1.02 -1.73 1.45 -0.05
H 0.18897 -2.10134 -0.20424 -0.22 0.33 -0.53 0.23
C -1.57689 0.88182 -0.55784 0.06 -0.90 -0.81 -0.33
C -1.34003 1.95443 0.38227 2.90 0.02 -0.17 -0.66
H -1.24334 2.92678 -0.14654 0.04 -0.34 0.48 0.21
O 1.92826 -1.24934 1.65717 2.73 1.11 -0.99 -0.66
```
Positions in Å, forces in eV/Å.

Output
Spin multiplicity: 1
HOMO (alpha / beta): -6.71 / -6.71 eV
Energy above the lowest of the compared OMol25 structures with the same formula, charge and spin: 447.47 kJ/mol
M: 144.11 u
DFT total energy: -19745.023 eV

# 5
C6H9O4Tl as an isolated structure, computed with ωB97M-V/def2-TZVPD.

Structure (XYZ):
```
20
Properties=species:S:1:pos:R:3:forces:R:3:mulliken_charge:R:1
H -0.24444 -1.61861 0.58273 0.05 -0.17 -0.09 0.29
H -1.54327 2.08800 -1.08847 0.68 -0.24 -0.14 0.46
O 3.01024 1.65364 0.27476 0.24 2.66 0.53 -0.49
H 2.20412 -1.78157 -1.28683 -0.06 0.18 0.28 0.36
C 1.71266 -1.55211 -0.33271 0.05 -1.91 -0.39 -0.03
O 1.88594 -0.15250 -0.06881 0.28 -1.61 -0.27 -0.10
H -3.81066 1.06099 -0.63251 -0.19 0.06 0.45 0.34
H 0.07711 -2.90245 -0.60464 -0.02 0.30 0.05 0.40
C -2.05773 1.23990 0.74339 1.00 -0.96 1.31 0.13
C 0.23201 -1.83938 -0.38251 -0.10 0.21 0.09 -1.23
C -1.10846 1.76356 -0.13067 -1.01 0.32 0.68 -0.75
C 3.16628 0.41066 0.04036 4.84 -4.75 -0.49 0.54
H 2.21097 -2.11544 0.46668 -0.07 0.28 -0.20 0.35
H -1.88180 2.49860 0.72782 0.16 0.51 -0.36 0.34
C -3.34117 0.59947 0.26076 -1.40 -1.21 -1.57 -0.10
H -0.25829 -1.24849 -1.16953 0.06 -0.21 -0.01 0.29
H -1.81992 1.01236 1.78892 0.17 -0.23 -0.24 0.47
O 4.15764 -0.27240 -0.05751 -2.38 1.89 0.18 -0.39
O -3.62287 -0.50176 0.65385 0.88 1.75 0.17 -0.26
Tl 1.03165 1.65754 0.21492 -3.18 3.13 -0.01 1.39
```
Positions in Å, forces in eV/Å.

Output
Spin multiplicity: 1
HOMO: -18.84 eV
Energy above the lowest of the compared OMol25 structures with the same formula, charge and spin: 0.00 kJ/mol
M: 349.52 u
Net charge: +2
DFT total energy: -19226.737 eV

# 6
A 2-piece molecular cluster, C6H9O6PS2 overall, computed with ωB97M-V/def2-TZVPD.

Structure (XYZ):
```
24
Properties=species:S:1:pos:R:3:forces:R:3:nbo_charge:R:1
H 1.14131 2.82199 2.15535 -3.83 2.98 0.56 0.10
C -1.64448 -1.46968 -0.19457 -1.76 0.39 -0.15 0.84
O -2.17851 -2.53916 0.06167 -0.94 -1.35 0.25 -0.76
P 1.00181 0.66400 0.79248 0.73 -1.21 2.63 1.44
S -3.12669 1.33845 1.39256 -0.38 0.52 0.89 -0.14
H 2.58871 -2.21314 2.42634 -1.49 0.05 -0.57 0.12
S 2.09390 2.09191 1.99665 3.84 -2.40 0.08 -0.44
H -3.63240 -0.78030 -0.44053 -0.92 0.11 0.43 0.22
H 0.86265 -2.14936 1.46504 0.06 -0.06 0.99 0.21
H 0.56649 0.36819 -1.87349 -0.16 0.65 -0.35 0.21
C 1.63243 0.36939 -1.65378 -1.84 -1.53 1.38 -0.27
O 1.89122 1.07950 -0.45594 1.05 0.79 -2.12 -0.88
O -1.69594 1.94340 -1.89593 -0.43 0.81 -2.06 -0.73
O -0.39416 2.30192 -0.12116 -0.28 0.74 0.11 -0.75
O 2.18307 -0.59093 1.30304 -0.25 4.30 -0.27 -0.88
C -2.70431 -0.30084 -0.62995 1.33 -2.71 -3.19 -0.64
H 2.35252 -2.33105 0.66665 0.20 -1.42 -0.15 0.14
H 2.18567 0.66144 -2.51179 0.87 0.53 -0.31 0.16
H -2.52683 -0.26926 -1.77626 -0.31 0.25 1.84 0.24
C 1.92219 -1.87280 1.55437 0.85 -2.20 -0.47 -0.24
C -2.39909 0.90860 0.01458 0.63 1.81 0.33 -0.09
H 1.72589 -0.67369 -1.36594 0.77 -0.56 -0.67 0.18
O -0.46097 -1.20050 -0.18476 2.21 0.61 -0.60 -0.77
C -1.38449 1.84194 -0.72465 0.05 -1.11 1.43 0.73
```
Positions in Å, forces in eV/Å.

Output
Spin multiplicity: 1
HOMO: -1.06 eV
Energy above the lowest of the compared OMol25 structures with the same formula, charge and spin: 128.49 kJ/mol
M: 272.24 u
Net charge: -2
DFT total energy: -49611.955 eV

# 7
C6H9O6Rb as an isolated structure, computed with ωB97M-V/def2-TZVPD.

Structure (XYZ):
```
22
Properties=species:S:1:pos:R:3:forces:R:3:mulliken_charge:R:1
C 2.25440 -3.93733 -1.24266 -0.71 0.22 -0.57 -0.73
O 0.44020 1.54486 -2.67059 0.09 0.11 -0.23 -0.80
O 1.96073 -4.35914 1.06405 0.08 -0.01 -0.55 -0.74
H -0.01846 2.51845 3.33547 -0.27 0.32 -0.15 0.17
C -0.79696 1.72641 -2.48912 0.72 0.11 1.03 0.78
C -1.52316 2.43024 -3.63638 0.09 -0.90 -0.56 -0.91
C 1.71917 -3.54157 0.13697 -0.01 0.07 1.58 0.45
O 1.11677 -2.44441 0.27840 0.44 0.00 -0.80 -0.61
Rb 0.93401 0.50563 0.10333 -0.67 -0.60 0.15 0.93
H -0.60969 2.34353 4.96294 -0.21 -0.23 0.11 0.27
H -1.23675 3.47580 -3.73151 -0.15 0.10 0.26 0.24
C -1.14513 0.75224 3.58935 -0.04 -1.75 0.20 0.47
O -1.41231 1.41289 -1.44533 -0.33 0.21 -0.47 -0.76
H -1.74011 2.87037 3.73438 -0.07 -0.13 -0.22 0.17
H -2.59985 2.26646 -3.59586 -0.02 0.34 0.13 0.24
H 2.22238 -5.02149 -1.33954 0.30 -0.04 0.02 0.25
H 3.25970 -3.54777 -1.40753 0.11 -0.12 0.14 0.17
O -0.61267 0.27992 2.54884 0.01 0.80 0.01 -0.59
O -1.79944 0.09707 4.43561 -0.22 0.41 0.00 -0.75
H 1.61351 -3.50742 -2.01940 0.08 0.04 0.01 0.23
H -1.13277 1.92823 -4.52756 -0.17 0.17 -0.15 0.25
C -0.89356 2.20704 3.91615 0.95 0.88 0.07 -0.71
```
Positions in Å, forces in eV/Å.

Output
Spin multiplicity: 1
HOMO: -2.02 eV
Energy above the lowest of the compared OMol25 structures with the same formula, charge and spin: 12.60 kJ/mol
M: 262.60 u
Net charge: -2
DFT total energy: -19311.376 eV

# 8
C6H9O6Zn as an isolated structure, computed with ωB97M-V/def2-TZVPD.

Structure (XYZ):
```
22
Properties=species:S:1:pos:R:3:forces:R:3:nbo_charge:R:1
C 0.40584 0.79780 3.69750 0.27 0.39 0.24 -0.72
H 0.42165 -4.23923 -1.05319 0.03 0.02 -0.03 0.22
C -0.12948 -2.28000 -0.41081 0.26 0.51 -0.16 0.76
H -0.24646 1.49118 4.23163 -0.07 -0.01 -0.10 0.22
C 0.08669 0.76859 2.22545 -0.21 -0.71 -0.63 0.76
H -0.02414 3.77826 -2.72665 -0.17 0.02 0.03 0.22
H -0.94523 2.66911 -3.78340 -0.14 0.15 0.18 0.22
C -0.06255 2.77714 -3.15328 0.24 -0.07 -0.50 -0.71
C -0.08578 1.74962 -2.05240 -0.04 -0.38 0.26 0.76
C -0.24900 -3.77441 -0.33034 0.04 -0.32 0.21 -0.72
O -1.02643 -1.58980 -0.96592 -0.10 -0.18 0.23 -0.79
H 0.26153 -0.18940 4.13023 -0.08 -0.06 -0.09 0.22
H 1.43824 1.11053 3.84972 -0.04 0.02 -0.01 0.21
Zn -0.10487 0.16674 -0.14689 -0.02 0.11 -0.41 1.68
O -1.13175 1.62922 -1.35294 0.19 0.13 0.01 -0.80
O 0.89427 -1.74059 0.09733 -0.25 -0.08 0.06 -0.80
H -1.26290 -4.12350 -0.50657 -0.04 0.09 -0.06 0.21
O 0.92967 1.03232 -1.84733 -0.11 0.17 0.00 -0.78
O -0.94404 0.13834 1.84593 0.14 0.21 0.21 -0.80
H 0.07967 -4.06993 0.66714 -0.02 -0.12 -0.08 0.22
O 0.88389 1.25660 1.37617 0.06 0.11 0.49 -0.79
H 0.81119 2.64140 -3.79140 0.05 -0.02 0.15 0.21
```
Positions in Å, forces in eV/Å.

Output
Spin multiplicity: 1
HOMO: -5.88 eV
Energy above the lowest of the compared OMol25 structures with the same formula, charge and spin: 6.76 kJ/mol
M: 242.52 u
Net charge: -1
DFT total energy: -67076.823 eV

# 9
C6H9O8P as an isolated structure, computed with ωB97M-V/def2-TZVPD.

Structure (XYZ):
```
24
Properties=species:S:1:pos:R:3:forces:R:3:nbo_charge:R:1
O 2.40020 -0.28743 -1.26434 0.29 0.04 -0.31 -0.73
H 0.19255 1.07030 -1.52503 0.06 -0.11 0.17 0.22
H 0.46321 2.25574 1.62798 0.03 -0.02 -0.01 0.50
O -2.40220 -0.34920 1.54750 -0.32 -0.02 0.31 -0.70
O -1.17577 -2.70815 0.66868 -0.02 -0.04 -0.04 -0.68
P -2.51270 0.16914 -1.09667 -1.08 -0.30 1.43 1.35
C 0.58246 1.10667 -0.50051 0.00 -0.21 0.05 0.00
H 2.18543 2.14041 -0.80290 0.02 0.10 0.05 0.49
C -1.52280 -0.35452 0.48865 1.88 3.14 -0.80 -0.10
O -0.25713 1.60965 1.71081 -0.06 0.04 0.12 -0.71
C 0.66683 -1.40580 -0.03255 0.09 0.07 0.07 0.19
H 2.04977 0.05369 0.66972 -0.14 0.01 -0.19 0.20
O -1.58345 2.05579 -0.14867 0.04 0.35 0.17 -0.73
H -2.20943 2.30496 0.55152 0.10 -0.04 -0.07 0.51
O 1.42512 -2.55499 -0.17420 -0.25 0.27 0.13 -0.70
C 1.44223 -0.13173 -0.23166 -0.51 0.07 0.52 0.03
C -0.59458 1.21115 0.45227 -1.43 -3.17 -0.17 0.51
H -0.51887 -3.39790 0.50072 -0.03 0.03 0.01 0.50
C -0.60178 -1.49965 0.37976 0.30 -0.14 -0.16 0.18
H 2.27637 -2.28353 -0.55026 -0.13 -0.09 -0.01 0.50
O -1.61502 -0.14894 -2.19982 0.96 -0.23 -1.26 -1.06
H 1.93123 -0.40673 -2.10122 -0.06 -0.02 -0.02 0.48
O 1.36753 2.26724 -0.30721 0.17 0.25 -0.02 -0.73
H -1.98919 -0.71618 2.33743 0.08 0.04 0.02 0.49
```
Positions in Å, forces in eV/Å.

Output
Spin multiplicity: 1
HOMO: -8.03 eV
M: 240.10 u
DFT total energy: -32035.292 eV

# 10
One molecule with the formula C6H9P, computed with ωB97M-V/def2-TZVPD.

Structure (XYZ):
```
16
Properties=species:S:1:pos:R:3:forces:R:3:nbo_charge:R:1
C 1.01452 -1.51192 -0.47359 -1.42 1.87 0.49 -0.49
C -0.90802 -0.49654 0.54167 -0.38 -0.14 0.88 -0.39
H 1.57224 0.72138 -1.83403 -0.36 0.03 -0.65 0.20
H 0.13825 0.65838 2.29919 -0.09 -1.09 -1.08 0.23
H -1.69624 1.56346 0.24537 0.14 -0.89 -0.25 0.18
C -0.32429 -1.56778 -0.40702 0.47 0.57 1.45 -0.15
H -1.38402 0.74675 -1.35184 0.06 -0.68 0.25 0.20
H -1.78036 -0.68358 1.26430 0.84 -0.76 -1.07 0.25
C 0.24809 -0.21829 1.58401 0.91 1.42 -1.13 -0.58
P 1.85520 -0.06136 0.33903 -1.93 -1.80 2.14 0.76
H -0.95663 -2.21280 -1.00792 0.06 0.04 0.04 0.22
H 2.21442 1.98339 -0.78770 0.46 1.66 0.20 0.20
C 1.57630 1.15856 -0.85515 -0.45 -1.22 0.00 -0.76
C -1.40921 0.61798 -0.26990 0.28 2.25 0.26 -0.29
H 0.39249 -1.16734 2.11241 0.18 0.37 0.15 0.22
H 1.52546 -1.93194 -1.25522 1.24 -1.64 -1.69 0.20
```
Positions in Å, forces in eV/Å.

Output
Spin multiplicity: 1
HOMO (alpha / beta): -7.82 / -8.04 eV
Energy above the lowest of the compared OMol25 structures with the same formula, charge and spin: 412.49 kJ/mol
M: 112.11 u
DFT total energy: -15651.472 eV

# 11
One molecule with the formula C6N2, computed with ωB97M-V/def2-TZVPD.

Structure (XYZ):
```
8
Properties=species:S:1:pos:R:3:forces:R:3:nbo_charge:R:1
N 1.20489 -1.14948 0.14323 0.39 -0.11 -0.04 -0.39
C 1.82267 -0.05691 0.18808 0.51 -0.66 0.58 0.23
C -1.15554 -0.84524 0.04548 0.68 -0.57 -0.24 0.15
N -2.18986 -0.00265 -0.00562 1.88 2.28 0.57 -0.37
C 0.11485 1.46509 0.10827 -2.82 -1.83 0.26 -0.10
C -1.07491 0.82422 0.10156 0.64 -0.13 -0.78 0.30
C 1.29405 1.09841 -0.31849 -0.80 0.66 -0.46 -0.01
C -0.01614 -1.33343 -0.26252 -0.48 0.35 0.10 0.18
```
Positions in Å, forces in eV/Å.

Output
Spin multiplicity: 1
HOMO (alpha / beta): -8.69 / -8.85 eV
Energy above the lowest of the compared OMol25 structures with the same formula, charge and spin: 445.78 kJ/mol
M: 100.08 u
DFT total energy: -9189.849 eV